Below is a 2-piece molecular cluster, C8H16N2 overall at a distorted geometry, with properties calculated with ωB97M-V with the def2-TZVPD basis set.

Structure (XYZ):
```
26
Properties=species:S:1:pos:R:3:lowdin_spin:R:1
C 0.43806 1.88904 0.82091 0.02
C 1.73306 1.68431 1.74367 0.01
C -0.59021 0.85013 0.96281 0.01
C -1.66949 0.57766 0.10390 0.15
C -1.72222 -0.78132 1.83831 0.23
N -0.56061 -0.00089 1.96205 0.07
N -2.40335 -0.38570 0.62997 0.16
H -0.02358 2.82716 1.34362 0.02
H 0.62296 2.35673 -0.22650 0.01
H 1.43441 1.09575 2.66676 0.00
H -2.01886 0.93999 -0.87110 0.08
H -2.22003 -1.37791 2.57202 0.05
H -3.28741 -0.84659 0.37317 0.02
H 2.12611 2.52789 2.24584 0.00
H 2.53965 1.04942 1.33075 0.01
C 1.45854 -1.28431 -2.86631 0.02
C 2.40613 -1.14575 -1.60371 0.04
C -0.10474 -1.14034 -2.55338 0.03
H 1.65376 -0.54212 -3.67499 0.00
H 1.53964 -2.40561 -3.24657 0.01
H 3.14474 -1.97795 -1.50317 0.01
H -0.31691 -0.04223 -2.38758 0.00
H -0.60251 -1.57965 -3.50096 0.01
H 1.74675 -1.12893 -0.67546 0.01
H 3.15494 -0.28500 -1.58150 0.01
H -0.44074 -1.80129 -1.68555 0.02
```

The total charge is -1. The expectation value of S² is 0.76. The energy relative to the best compared isomer or geometry (same formula, charge and spin) is 2.462 eV. The calculation puts the maximum force at 5.0 eV/Å. As for the frontier orbital gap (spin up / spin down): 2.3 / 6.9 eV. Its spin multiplicity is 2.